Record 1
Below is a cluster of 2 separate species, C5H2IO3 in total, with properties calculated with wB97M-V/def2-TZVPD.

The calculation puts the LUMO energy at 2.97 eV. The value obtained for the orbital gap is 6.79 eV. The net charge is -1. For the energy above the lowest of the compared OMol25 structures with the same formula, charge and spin, the calculation gives 0.00 kJ/mol.

Each atom is followed by the atoms it is bonded to, with distances in Å.
Geometry (Å):
1 I 3.727 0.419 0.293  C6 2.123
2 O -0.384 0.009 -0.692  C8 1.400, C9 1.349
3 O 0.675 0.401 4.354  C7 1.161
4 O -0.917 -1.067 3.598  C7 1.161
5 C 0.740 -0.075 1.361  C6 1.465, C8 1.358
6 C 1.620 0.172 0.216  I1 2.123, C5 1.465, C9 1.355
7 C -0.054 -0.318 3.808  O3 1.161, O4 1.161
8 C -0.443 -0.157 0.698  O2 1.400, C5 1.358, H10 1.077
9 C 0.924 0.214 -0.946  O2 1.349, C6 1.355, H11 1.077
10 H -1.433 -0.340 1.079  C8 1.077
11 H 1.209 0.392 -1.969  C9 1.077

=====

Record 2
Below is the molecule C5H2N2, with properties calculated with wB97M-V/def2-TZVPD.

The structure (SMILES) is C=C=C(C#N)C#N. The calculation puts the LUMO energy at -1.11 eV. The value obtained for the orbital gap is 9.34 eV. For the energy above the lowest of the compared OMol25 structures with the same formula, charge and spin, the calculation gives 33.38 kJ/mol.

Each atom is followed by the atoms it is bonded to, with distances in Å.
Geometry (Å):
1 N -3.010 0.215 0.437  C7 1.146
2 N 0.345 -2.246 1.974  C4 1.146
3 C 1.334 1.012 -1.205  C6 1.397, H8 1.073, H9 1.072
4 C -0.033 -1.403 1.297  N2 1.146, C5 1.405
5 C -0.532 -0.387 0.463  C4 1.405, C6 1.471, C7 1.405
6 C 0.413 0.341 -0.397  C3 1.397, C5 1.471
7 C -1.898 -0.062 0.445  N1 1.146, C5 1.405
8 H 1.825 1.889 -0.829  C3 1.073
9 H 1.557 0.640 -2.185  C3 1.072

=====

Record 3
Below is the molecule C5H2N2O3, with properties calculated with wB97M-V/def2-TZVPD.

The calculation puts the LUMO energy (spin up / spin down) at -2.68 / -2.85 eV. The value obtained for the orbital gap (spin up / spin down) is 6.26 / 6.15 eV. For the energy above the lowest of the compared OMol25 structures with the same formula, charge and spin, the calculation gives 1177.13 kJ/mol.

Each atom is followed by the atoms it is bonded to, with distances in Å.
Geometry (Å):
1 O -2.522 -2.161 1.241  N4 1.278
2 O -3.325 -2.125 -0.833  N4 1.237
3 O -0.844 1.660 -0.034  C7 1.262, C9 1.291
4 N -2.481 -1.808 0.014  O1 1.278, O2 1.237, C8 1.336
5 N -4.543 1.991 0.179  C10 1.163
6 C -0.162 -0.616 -0.220  C7 1.461, C8 1.302, H12 1.108
7 C 0.085 0.824 -0.214  O3 1.262, C6 1.461, H11 1.024
8 C -1.339 -1.169 -0.256  N4 1.336, C6 1.302
9 C -2.109 1.404 -0.041  O3 1.291, C10 1.355
10 C -3.435 1.648 0.099  N5 1.163, C9 1.355
11 H 1.054 1.156 -0.236  C7 1.024
12 H 0.709 -1.247 -0.490  C6 1.108

=====

Record 4
Below is the molecule C5H2O, with properties calculated with wB97M-V/def2-TZVPD.

The calculation puts the LUMO energy at -0.90 eV. The value obtained for the orbital gap is 9.12 eV. For the energy above the lowest of the compared OMol25 structures with the same formula, charge and spin, the calculation gives 301.25 kJ/mol.

Each atom is followed by the atoms it is bonded to, with distances in Å.
Geometry (Å):
1 O -1.490 -1.312 0.872  C5 1.198
2 C 0.953 0.346 -0.382  C3 1.573, C4 1.227, C6 1.508
3 C -0.597 0.351 -0.648  C2 1.573, C5 1.512, C6 1.293
4 C 1.405 -0.218 0.610  C2 1.227, H7 1.067
5 C -1.176 -0.178 0.645  O1 1.198, C3 1.512, H8 1.105
6 C 0.147 1.039 -1.451  C2 1.508, C3 1.293
7 H 1.737 -0.890 1.369  C4 1.067
8 H -1.164 0.628 1.401  C5 1.105

=====

Record 5
Below is the molecule C5H2O, with properties calculated with wB97M-V/def2-TZVPD.

The calculation puts the LUMO energy (spin up / spin down) at -1.62 / -1.62 eV. The value obtained for the orbital gap (spin up / spin down) is 7.70 / 7.70 eV. For the energy above the lowest of the compared OMol25 structures with the same formula, charge and spin, the calculation gives 274.86 kJ/mol.

Each atom is followed by the atoms it is bonded to, with distances in Å.
Geometry (Å):
1 O -0.029 1.208 2.033  C3 1.152
2 C 1.280 0.381 -0.025  C3 1.857, C4 1.371, C5 1.256
3 C -0.172 0.514 1.125  O1 1.152, C2 1.857, C4 1.378
4 C -0.009 -0.079 -0.108  C2 1.371, C3 1.378, C6 1.321
5 C 2.532 0.474 0.023  C2 1.256
6 C -0.900 -0.734 -0.830  C4 1.321, H7 1.054, H8 1.084
7 H -1.797 -0.925 -0.310  C6 1.054
8 H -0.905 -0.840 -1.909  C6 1.084

=====

Record 6
Below is a cluster of 11 separate species, C5H30N2O11 in total, with properties calculated with wB97M-V/def2-TZVPD.

The structure (SMILES) is C=CCCNC(N)=O.O.O.O.O.O.O.O.O.O.O. The calculation puts the LUMO energy at -0.05 eV. The value obtained for the orbital gap is 10.00 eV. For the energy above the lowest of the compared OMol25 structures with the same formula, charge and spin, the calculation gives 183.76 kJ/mol.

Each atom is followed by the atoms it is bonded to, with distances in Å.
Geometry (Å):
1 O -1.765 0.850 1.875  H40 0.944, H47 0.968
2 O 1.153 -0.613 1.041  H36 0.960, H45 0.967
3 O -2.498 3.129 2.343  H22 0.979, H33 0.964
4 O -4.592 -0.591 0.214  H24 0.959, H37 0.953
5 O 1.913 3.574 -1.382  H19 0.936, H29 0.974
6 O 0.351 0.812 3.479  H27 0.973, H35 0.955
7 O -2.130 2.754 -0.522  H26 0.973, H43 0.952
8 O 3.565 0.743 1.958  H20 0.963, H32 0.947
9 O 0.421 -3.390 0.129  H21 0.966, H34 0.964
10 O -2.043 -0.933 -0.241  C14 1.258
11 O -0.741 -1.535 4.643  H23 0.959, H28 0.950
12 N -2.023 0.594 -1.916  C14 1.360, H44 1.026, H46 1.049
13 N -0.767 -1.439 -2.067  C14 1.390, C15 1.451, H31 1.074
14 C -1.614 -0.583 -1.371  O10 1.258, N12 1.360, N13 1.390
15 C 0.171 -1.016 -3.090  N13 1.451, C18 1.586, H41 1.072, H48 1.135
16 C 2.778 -0.797 -2.886  C17 1.346, C18 1.538, H30 1.090
17 C 3.181 -0.471 -1.643  C16 1.346, H25 1.050, H39 1.121
18 C 1.584 -1.735 -3.134  C15 1.586, C16 1.538, H38 1.065, H42 1.076
19 H 1.404 2.818 -1.174  O5 0.936
20 H 4.334 0.169 1.878  O8 0.963
21 H 0.771 -3.405 1.030  O9 0.966
22 H -2.719 2.178 2.404  O3 0.979
23 H 0.103 -1.895 4.362  O11 0.959
24 H -3.806 -0.942 0.637  O4 0.959
25 H 2.774 -0.954 -0.805  C17 1.050
26 H -1.721 2.578 0.344  O7 0.973
27 H 0.639 1.720 3.676  O6 0.973
28 H -0.594 -0.658 4.977  O11 0.950
29 H 2.764 3.236 -1.714  O5 0.974
30 H 3.180 -0.397 -3.817  C16 1.090
31 H -0.306 -2.096 -1.354  N13 1.074
32 H 2.941 0.309 1.394  O8 0.947
33 H -1.585 3.184 2.649  O3 0.964
34 H -0.516 -3.558 0.284  O9 0.964
35 H 0.932 0.493 2.791  O6 0.955
36 H 0.321 -0.278 0.699  O2 0.960
37 H -4.436 -0.962 -0.650  O4 0.953
38 H 1.600 -2.552 -2.451  C18 1.065
39 H 4.057 0.206 -1.472  C17 1.121
40 H -1.740 0.205 1.185  O1 0.944
41 H -0.267 -1.317 -4.021  C15 1.072
42 H 1.612 -2.204 -4.102  C18 1.076
43 H -2.847 3.316 -0.246  O7 0.952
44 H -1.521 1.157 -2.611  N12 1.026
45 H 1.303 -1.304 0.383  O2 0.967
46 H -2.557 1.156 -1.210  N12 1.049
47 H -1.547 0.372 2.688  O1 0.968
48 H 0.482 0.072 -3.180  C15 1.135

=====

Record 7
Below is a cluster of 10 separate species, C5H30NO10 in total, with properties calculated with wB97M-V/def2-TZVPD.

The calculation puts the LUMO energy at 2.90 eV. The value obtained for the orbital gap is 9.10 eV. The net charge is -1. For the energy above the lowest of the compared OMol25 structures with the same formula, charge and spin, the calculation gives 230.01 kJ/mol.

Each atom is followed by the atoms it is bonded to, with distances in Å.
Geometry (Å):
1 O 2.086 -1.089 2.502  H40 0.963, H41 0.982
2 O -1.302 1.690 -3.199  H23 0.962, H30 0.962
3 O -0.041 1.955 3.731  H39 0.967, H43 0.977
4 O -2.152 -1.407 -1.428  C15 1.406, H28 1.010
5 O 2.072 0.011 -3.524  H24 0.988, H44 0.964
6 O -0.017 -1.582 -3.003  H17 0.969
7 O 2.541 -2.511 0.087  H27 0.960, H31 1.025
8 O 0.357 -3.050 -1.070  H29 0.964, H33 1.181
9 O -2.804 2.123 2.075  H37 0.964, H38 0.964
10 O -1.845 -2.342 1.992  H32 0.976, H46 0.984
11 N -1.898 0.093 0.416  C12 1.474, C15 1.476, H42 1.015
12 C -0.457 0.315 0.631  N11 1.474, C16 1.533, H25 1.095, H36 1.105
13 C 2.557 1.830 0.560  C14 1.536, H18 1.096, H21 1.094, H35 1.078
14 C 1.170 2.262 1.058  C13 1.536, C16 1.573, H20 1.128, H22 1.105
15 C -2.426 -0.114 -0.946  O4 1.406, N11 1.476, H19 1.148, H45 1.083
16 C 0.003 1.701 0.164  C12 1.533, C14 1.573, H26 1.086, H34 1.114
17 H 0.022 -1.947 -3.900  O6 0.969
18 H 2.516 0.738 0.645  C13 1.096
19 H -2.155 0.633 -1.774  C15 1.148
20 H 1.254 1.812 2.088  C14 1.128
21 H 3.435 2.107 1.151  C13 1.094
22 H 1.013 3.341 0.876  C14 1.105
23 H -0.611 2.348 -3.319  O2 0.962
24 H 1.287 -0.510 -3.231  O5 0.988
25 H -0.404 0.258 1.723  C12 1.095
26 H -0.760 2.471 0.108  C16 1.086
27 H 2.377 -3.311 0.590  O7 0.960
28 H -1.347 -1.681 -1.973  O4 1.010
29 H -0.317 -2.551 -0.595  O8 0.964
30 H -0.892 0.982 -2.693  O2 0.962
31 H 1.678 -2.380 -0.449  O7 1.025
32 H -1.148 -2.266 1.313  O10 0.976
33 H 0.351 -2.514 -2.122  O8 1.181
34 H 0.353 1.570 -0.886  C16 1.114
35 H 2.748 2.137 -0.456  C13 1.078
36 H 0.169 -0.449 0.136  C12 1.105
37 H -1.975 1.641 1.968  O9 0.964
38 H -3.339 1.494 1.577  O9 0.964
39 H -0.893 2.231 3.365  O3 0.967
40 H 1.889 -1.994 2.766  O1 0.963
41 H 2.408 -1.254 1.589  O1 0.982
42 H -2.213 -0.640 1.043  N11 1.015
43 H -0.071 1.012 3.478  O3 0.977
44 H 2.770 -0.652 -3.566  O5 0.964
45 H -3.485 0.052 -0.791  C15 1.083
46 H -2.502 -2.563 1.293  O10 0.984